Molecular formula: C25H47CoN7O2Sb2
Method: DFT, wB97M-V/def2-TZVPD

```
84
Properties=species:S:1:pos:R:3:forces:R:3
H -2.397 2.177 -3.065 0.0 0.0 0.0
O 1.638 -2.965 -0.120 -0.3 -0.1 0.1
C -4.946 -2.221 1.993 0.0 0.0 0.0
C 3.534 -0.588 -0.257 0.0 0.0 0.0
N -0.747 2.269 -0.242 -0.2 0.1 0.1
C -0.960 4.165 1.293 0.0 0.0 0.0
H 1.897 1.235 -0.092 0.0 0.0 0.0
H 3.366 0.087 -1.104 0.0 0.0 0.0
N 5.841 -4.763 1.859 0.0 0.0 0.0
H -2.538 3.341 0.080 0.0 0.0 0.0
N 0.677 2.365 -2.031 0.0 0.0 0.0
H -2.717 -2.755 -1.531 0.0 0.0 0.0
H -3.875 0.942 1.725 0.0 0.0 0.0
C -1.667 2.987 0.644 0.0 0.0 0.0
H 0.087 5.427 -2.738 0.0 0.0 0.0
C -2.541 -2.078 -2.365 0.0 0.0 0.0
H -1.845 -3.027 1.045 0.0 0.0 0.0
C 1.285 -1.812 -0.119 0.0 0.1 -0.4
H 0.282 5.784 0.579 0.0 0.0 0.0
C 1.479 3.070 -3.052 0.0 0.0 0.0
H -4.694 -2.329 3.042 0.0 0.0 0.0
H -0.113 3.800 1.879 0.0 0.0 0.0
Co -0.370 0.353 -0.271 -0.1 0.1 -0.1
C -0.645 0.353 3.458 0.0 0.0 0.0
C -5.735 -3.181 1.381 0.0 0.0 0.0
H -1.468 0.929 -3.941 0.0 0.0 0.0
H 1.112 6.080 -1.465 0.0 0.0 0.0
H 3.737 -3.118 0.870 0.1 0.0 0.0
C 6.433 -3.612 1.557 0.0 0.0 0.0
H -5.032 0.359 -1.755 0.0 0.0 0.0
H -1.130 -0.064 4.341 0.0 0.0 0.0
C 0.790 5.158 -1.945 0.0 0.0 0.0
C -0.022 3.036 -1.042 0.1 -0.1 0.0
H 2.377 -1.066 1.514 0.0 0.0 0.0
H -1.592 -2.326 -2.833 0.0 0.0 0.0
H 8.115 -2.480 1.835 0.0 0.0 0.0
H 4.599 -3.907 -0.450 0.0 0.0 0.0
C -3.663 -0.085 2.011 0.0 0.0 0.0
H 2.708 4.225 -1.705 0.0 0.0 0.0
N 1.464 0.558 0.537 0.0 0.1 -0.1
H 8.155 -4.024 2.580 0.0 0.0 0.0
H -3.234 0.903 -3.982 0.0 0.0 0.0
N 5.803 -2.719 0.792 0.0 0.0 0.0
C -2.368 1.129 -3.361 0.0 0.0 0.0
H 4.229 -0.072 0.411 0.0 0.0 0.0
C -5.667 -1.910 -0.652 0.0 0.0 0.0
H -1.924 -2.872 2.820 0.0 0.0 0.0
N 0.102 4.356 -0.922 0.0 0.0 0.0
N 7.644 -3.344 2.041 0.0 0.0 0.0
C -4.503 -1.100 1.294 0.0 0.0 0.0
H -1.306 5.708 -0.178 0.0 0.0 0.0
H 3.467 -2.291 -1.570 0.0 0.0 0.0
H -2.041 2.302 1.402 0.0 0.0 0.0
H 2.459 4.958 -3.285 0.0 0.0 0.0
H -4.424 1.182 -0.324 0.0 0.0 0.0
Sb -1.573 -0.469 1.739 0.0 0.0 -0.1
C -4.414 0.237 -0.865 0.0 0.0 -0.1
C 2.194 -0.739 0.488 0.0 -0.1 0.1
H 5.043 -1.571 -1.411 0.0 0.0 0.0
H 2.306 2.424 -3.342 0.0 0.0 0.0
H -5.976 -1.779 -1.683 0.0 0.0 0.0
H -1.623 4.704 1.968 0.0 0.0 0.0
H -6.081 -4.036 1.945 0.0 0.0 0.0
C -6.097 -3.025 0.051 0.0 0.0 0.0
Sb -2.449 -0.105 -1.638 0.1 0.0 0.1
O 0.159 -1.374 -0.640 0.1 -0.2 0.1
H 6.342 -1.927 0.477 0.0 0.0 0.0
H -3.798 -0.161 3.092 0.0 0.0 0.0
C -0.481 5.102 0.203 0.0 0.0 0.0
H 0.412 0.093 3.488 0.0 0.0 0.0
C 4.154 -1.859 -0.843 0.0 0.0 0.0
H -0.760 1.435 3.464 0.0 0.0 0.0
H -3.355 -2.162 -3.084 0.0 0.0 0.0
H 0.866 3.248 -3.939 0.0 0.0 0.0
C -1.400 -2.557 1.919 0.0 0.0 0.0
C -4.868 -0.942 -0.052 0.0 0.0 0.1
H -6.727 -3.758 -0.432 0.0 0.0 0.0
H -0.350 -2.837 1.976 0.0 0.0 0.0
H 6.303 -5.451 2.431 0.0 0.0 0.0
C 4.520 -2.980 0.123 0.1 0.0 0.1
H 1.492 0.973 1.462 0.0 0.0 0.0
H 0.111 1.631 -2.437 0.0 0.0 0.0
H 4.964 -5.025 1.443 0.0 0.0 0.0
C 1.972 4.388 -2.496 0.0 0.0 0.0
```
Forces are in eV/Å.

Computed properties:
ΔE to the lowest compared entry with this formula, charge and spin (eV): 0.070
Maximum force (eV/A): 0.4
HOMO (alpha / beta) (Eh): -0.569 / -0.569
Charge: +3